No. 1
{"formula": "H3S2", "method": "wB97M-V/def2-TZVPD", "species": ["S", "H", "S", "H", "H"], "xyz": [[-1.0722, -0.0861, 1.5546], [-0.2976, -0.5510, 2.5455], [0.5189, 0.6438, -1.8264], [1.1754, -0.4798, -1.5105], [-0.3246, 0.4731, -0.7630]], "forces_ev_per_a": [[-0.2, 0.0, -0.1], [0.1, 0.0, 0.0], [-0.2, -0.1, 0.0], [0.0, 0.0, 0.0], [0.3, 0.0, 0.1]], "mol_weight_g_mol": 67.158, "de_lowest_kcal_mol": 2.8, "total_energy_ha": -798.200835, "gap_ev": 6.5, "total_charge": -1}



No. 2
{"formula": "C29H34N4O2S", "method": "wB97M-V/def2-TZVPD", "species": ["C", "C", "C", "N", "N", "N", "C", "C", "C", "C", "C", "C", "C", "C", "C", "C", "C", "C", "H", "H", "H", "H", "H", "H", "H", "H", "H", "H", "H", "H", "H", "H", "H", "H", "H", "H", "H", "H", "H", "C", "C", "C", "C", "C", "S", "N", "C", "C", "C", "C", "C", "C", "C", "O", "O", "C", "C", "H", "H", "H", "H", "H", "H", "H", "H", "H", "H", "H", "H", "H"], "xyz": [[0.0984, 4.0101, -1.9863], [-0.1207, 2.5069, -1.9380], [-0.8199, 2.0035, -3.1915], [-0.9210, 2.1481, -0.7398], [-2.2451, 2.1137, -0.7856], [-2.6175, 1.7961, 0.4200], [-4.0395, 1.6254, 0.7996], [-4.6476, 0.4881, -0.0031], [-4.7802, 2.9350, 0.5925], [-1.5434, 1.6229, 1.3348], [-1.6538, 1.2743, 2.7563], [-1.8071, 2.2707, 3.7404], [-1.9731, 1.9349, 5.0632], [-1.9944, 0.6045, 5.4484], [-1.8468, -0.3938, 4.4989], [-1.6780, -0.0712, 3.1728], [-0.3921, 1.8763, 0.5506], [0.9065, 1.8753, 0.9643], [0.6763, 4.3049, -2.8636], [-0.8596, 4.5280, -2.0333], [0.6219, 4.3652, -1.0981], [0.8472, 1.9933, -1.8337], [-0.2479, 2.2223, -4.0944], [-0.9895, 0.9277, -3.1431], [-1.7948, 2.4806, -3.2920], [-4.0518, 1.3634, 1.8693], [-5.6945, 0.3221, 0.2573], [-4.5984, 0.7148, -1.0683], [-4.1016, -0.4421, 0.1598], [-5.8316, 2.8559, 0.8742], [-4.3286, 3.7374, 1.1774], [-4.7343, 3.2275, -0.4567], [-1.8044, 3.3025, 3.4323], [-2.0904, 2.7101, 5.8035], [-2.1225, 0.3471, 6.4881], [-1.8658, -1.4280, 4.8025], [-1.5674, -0.8387, 2.4252], [1.1589, 1.6634, 1.9835], [1.7094, 2.0848, 0.2899], [0.6928, -5.1280, -5.5565], [0.6800, -4.4801, -4.2128], [0.3199, -3.1483, -4.0792], [0.3193, -2.5350, -2.8412], [0.6778, -3.2414, -1.7177], [0.6531, -2.4390, -0.0954], [2.1971, -1.8346, 0.0047], [2.4645, -1.2639, 1.0992], [3.7539, -0.6576, 1.3993], [3.9818, 0.0087, 2.6031], [5.2085, 0.5810, 2.8663], [6.2278, 0.4974, 1.9373], [6.0169, -0.1618, 0.7419], [4.7909, -0.7332, 0.4759], [-0.3591, -1.3322, -0.1889], [0.4497, -3.5308, 0.9180], [1.0305, -4.5654, -1.8333], [1.0328, -5.1819, -3.0698], [1.0029, -6.1729, -5.4911], [-0.2986, -5.0998, -6.0133], [1.3860, -4.6145, -6.2257], [0.0357, -2.5986, -4.9591], [0.0216, -1.5056, -2.7351], [1.6927, -1.2197, 1.8584], [3.1880, 0.0714, 3.3285], [5.3755, 1.0958, 3.7998], [7.1880, 0.9444, 2.1441], [6.8118, -0.2310, 0.0161], [4.6109, -1.2530, -0.4496], [1.2861, -5.1149, -0.9433], [1.3060, -6.2187, -3.1585]], "forces_ev_per_a": [[0.1, 0.3, 0.2], [-0.3, -0.2, 0.2], [-0.3, -0.1, 0.0], [1.6, -0.2, 0.8], [-1.0, -0.3, 0.6], [1.5, -0.4, 1.9], [-0.2, 0.0, -0.2], [0.1, -0.2, -0.2], [0.0, 0.3, -0.1], [-1.6, 0.6, -2.5], [-0.5, -0.2, 0.7], [0.2, -0.4, -1.0], [0.0, -0.1, 0.4], [0.0, 0.0, 0.0], [0.0, -0.1, 0.4], [0.1, 0.8, -0.7], [-0.1, 0.1, -0.1], [0.2, 0.1, -0.6], [0.0, -0.1, 0.0], [-0.1, 0.0, 0.0], [0.0, -0.1, 0.0], [-0.3, 0.1, 0.2], [0.1, 0.1, 0.2], [0.0, 0.0, 0.0], [0.0, 0.0, 0.0], [0.3, 0.1, -0.4], [0.1, 0.1, 0.1], [0.0, 0.0, 0.0], [0.0, 0.0, 0.0], [0.1, -0.1, 0.1], [0.0, 0.0, 0.0], [0.0, 0.0, 0.0], [0.0, 0.2, -0.1], [0.0, 0.1, 0.1], [0.0, 0.0, 0.1], [0.0, -0.2, 0.0], [0.0, -0.2, -0.2], [-0.1, -0.1, 0.3], [0.3, 0.1, -0.3], [0.0, -0.3, -0.3], [0.1, 0.0, 0.1], [0.0, 0.0, 0.1], [-0.2, 0.6, -0.2], [0.2, 0.3, 0.7], [-3.2, -0.9, 0.5], [-0.1, -0.4, -1.0], [-0.4, 0.5, 0.9], [0.5, 0.2, 0.0], [-0.4, -0.2, -0.1], [0.1, 0.1, 0.2], [0.1, 0.1, 0.1], [0.1, -0.1, -0.2], [-0.1, -0.1, -0.2], [2.5, -2.3, 0.4], [0.6, 2.6, -2.0], [0.2, -0.4, 0.5], [0.0, 0.1, -0.1], [0.0, 0.1, 0.0], [0.0, 0.0, 0.0], [0.0, 0.0, 0.0], [-0.1, 0.2, -0.2], [-0.1, 0.2, 0.0], [0.0, 0.2, 0.5], [-0.2, 0.0, 0.2], [0.0, 0.0, 0.1], [0.1, 0.1, 0.0], [0.1, 0.0, -0.1], [0.0, -0.1, -0.2], [0.1, -0.1, 0.2], [0.1, -0.3, 0.1]], "mol_weight_g_mol": 502.684, "de_lowest_kcal_mol": 98.1, "total_energy_ha": -1893.054085, "gap_ev": 5.6}



No. 3
{"formula": "C40H100O20", "method": "wB97M-V/def2-TZVPD", "species": ["C", "O", "C", "C", "O", "C", "H", "H", "H", "H", "H", "H", "H", "H", "H", "H", "C", "O", "C", "C", "O", "C", "H", "H", "H", "H", "H", "H", "H", "H", "H", "H", "C", "O", "C", "C", "O", "C", "H", "H", "H", "H", "H", "H", "H", "H", "H", "H", "C", "O", "C", "C", "O", "C", "H", "H", "H", "H", "H", "H", "H", "H", "H", "H", "C", "O", "C", "C", "O", "C", "H", "H", "H", "H", "H", "H", "H", "H", "H", "H", "C", "O", "C", "C", "O", "C", "H", "H", "H", "H", "H", "H", "H", "H", "H", "H", "C", "O", "C", "C", "O", "C", "H", "H", "H", "H", "H", "H", "H", "H", "H", "H", "C", "O", "C", "C", "O", "C", "H", "H", "H", "H", "H", "H", "H", "H", "H", "H", "C", "O", "C", "C", "O", "C", "H", "H", "H", "H", "H", "H", "H", "H", "H", "H", "C", "O", "C", "C", "O", "C", "H", "H", "H", "H", "H", "H", "H", "H", "H", "H"], "xyz": [[-0.7097, -1.9096, -1.2893], [0.1388, -1.0678, -2.0056], [0.9992, -0.3682, -1.2353], [1.1069, 0.9849, -1.8378], [1.6870, 1.9663, -0.9149], [1.7693, 3.3548, -1.4518], [-1.0055, -2.5750, -2.1004], [-1.4947, -1.3142, -0.8231], [-0.3198, -2.4964, -0.4576], [1.8365, -1.0140, -1.4998], [0.8215, -0.4126, -0.1608], [0.1257, 1.2863, -2.2045], [1.7340, 0.8870, -2.7239], [0.8221, 3.7241, -1.8448], [2.3523, 3.3892, -2.3721], [2.2131, 4.0550, -0.7441], [7.3759, 3.7806, 4.9686], [7.5570, 3.9662, 3.5622], [6.4547, 4.5473, 2.8146], [6.0647, 5.9207, 3.2088], [5.4249, 5.9613, 4.4935], [5.1352, 7.2707, 5.0155], [8.0597, 4.2660, 5.6649], [7.4661, 2.7027, 5.1033], [6.3902, 4.0740, 5.3297], [5.6543, 3.8270, 2.6448], [6.8387, 4.7531, 1.8155], [5.2953, 6.3852, 2.5921], [6.8938, 6.6201, 3.1017], [4.4084, 7.4616, 5.8051], [4.6375, 7.8517, 4.2391], [6.0617, 7.7869, 5.2671], [-12.8807, -5.7571, 0.2885], [-12.1629, -6.2339, -0.8394], [-12.1876, -5.3093, -1.9454], [-11.0505, -4.3022, -1.7136], [-9.6735, -4.6837, -1.3452], [-8.5241, -3.9010, -1.8959], [-12.6485, -6.3483, 1.1743], [-13.9410, -5.9145, 0.0910], [-12.7542, -4.6901, 0.4722], [-13.1816, -4.9172, -2.1603], [-12.0176, -5.7966, -2.9054], [-11.2915, -3.4483, -1.0804], [-11.0557, -3.8850, -2.7205], [-7.6217, -4.4795, -1.6979], [-8.4362, -3.0130, -1.2699], [-8.6867, -3.6617, -2.9468], [-1.7217, -0.3818, -8.1157], [-1.0880, 0.4264, -9.0865], [-1.1413, 1.7783, -8.8340], [-0.9026, 2.5150, -10.0739], [-2.1186, 2.8111, -10.7571], [-2.6527, 1.7635, -11.4107], [-2.7925, -0.2144, -8.0000], [-1.2492, -0.2525, -7.1420], [-1.6690, -1.4626, -8.2465], [-0.5266, 2.1566, -8.0172], [-2.0530, 2.2132, -8.4243], [-0.1941, 2.0998, -10.7906], [-0.4352, 3.4867, -9.9142], [-2.5360, 0.7713, -10.9748], [-1.9569, 1.6884, -12.2464], [-3.6284, 1.9998, -11.8353], [-8.1076, -8.2909, 6.6183], [-7.6023, -7.5506, 5.5610], [-7.9330, -8.0792, 4.2632], [-7.2189, -7.1701, 3.2562], [-5.7321, -7.2044, 3.3079], [-4.9594, -6.1629, 2.7422], [-8.2068, -7.8124, 7.5926], [-7.5572, -9.1936, 6.8831], [-9.1552, -8.5149, 6.4170], [-8.9733, -8.2653, 3.9964], [-7.3478, -8.9984, 4.2332], [-7.5372, -6.1872, 3.6037], [-7.6431, -7.2737, 2.2575], [-5.5878, -5.4086, 2.2686], [-4.2291, -6.4752, 1.9958], [-4.3556, -5.6469, 3.4888], [7.1781, 1.0871, -4.0941], [8.4985, 0.4813, -4.2320], [9.5297, 1.3935, -3.7211], [9.9832, 1.0919, -2.3190], [11.1457, 1.9257, -1.9136], [10.9041, 3.2194, -1.4030], [6.9646, 1.1402, -3.0265], [6.4481, 0.5076, -4.6592], [7.0513, 2.0626, -4.5636], [9.2728, 2.4522, -3.6874], [10.3818, 1.2546, -4.3865], [10.2451, 0.0457, -2.4770], [9.2665, 1.2370, -1.5106], [10.5475, 3.8272, -2.2346], [11.8368, 3.4999, -0.9137], [10.1841, 3.3042, -0.5890], [-2.9696, 2.9790, 1.4035], [-3.3178, 1.7892, 0.7304], [-4.5901, 1.8450, 0.1323], [-5.7173, 1.4431, 1.1261], [-5.3803, 0.2533, 1.8489], [-4.6358, 0.3377, 3.0403], [-1.8978, 3.0298, 1.5949], [-3.5191, 2.9251, 2.3433], [-3.2244, 3.8806, 0.8464], [-4.5459, 1.1752, -0.7265], [-4.7495, 2.8521, -0.2530], [-6.6987, 1.2763, 0.6821], [-5.9751, 2.2801, 1.7750], [-3.5948, 0.3062, 2.7184], [-4.6781, -0.4948, 3.7426], [-4.7832, 1.2822, 3.5639], [2.5693, -5.6628, 0.9845], [1.6855, -6.6506, 0.4647], [2.1127, -7.2298, -0.6818], [1.7888, -6.5576, -1.9911], [2.6051, -7.0316, -3.0395], [2.4735, -6.1940, -4.1837], [2.5529, -4.7198, 0.4380], [3.5217, -6.1906, 1.0358], [2.3264, -5.3889, 2.0112], [1.7415, -8.2425, -0.8394], [3.1803, -7.4496, -0.6837], [1.8003, -5.4896, -1.7734], [0.7352, -6.6559, -2.2526], [2.4801, -5.1238, -3.9770], [1.5410, -6.4466, -4.6884], [3.2592, -6.4117, -4.9072], [-0.5412, 9.3945, 2.1158], [-0.4531, 10.8338, 1.9295], [-1.6196, 11.5452, 2.0569], [-2.0816, 11.9976, 3.4757], [-1.9901, 11.0880, 4.6203], [-0.6429, 10.8424, 5.1251], [0.3047, 9.0606, 2.7167], [-0.3232, 9.0022, 1.1225], [-1.5035, 9.0543, 2.4984], [-2.2808, 10.8579, 1.5291], [-1.5748, 12.5000, 1.5329], [-3.1046, 12.3132, 3.6806], [-1.4758, 12.8706, 3.7184], [-0.1557, 11.7920, 5.3464], [0.0501, 10.2862, 4.4938], [-0.8235, 10.1850, 5.9755], [6.6244, -3.0840, 6.5708], [6.1995, -2.6839, 5.2487], [6.7312, -3.5553, 4.1965], [6.4735, -2.7730, 2.9508], [6.7814, -3.7482, 1.9510], [6.9221, -3.2330, 0.6078], [7.6936, -3.1009, 6.7823], [6.3977, -4.0503, 7.0214], [6.3494, -2.1973, 7.1420], [6.1853, -4.4918, 4.0820], [7.8123, -3.6923, 4.1754], [7.2401, -1.9982, 2.9581], [5.4237, -2.5043, 2.8327], [5.9490, -3.0144, 0.1681], [7.4650, -3.8762, -0.0848], [7.5649, -2.3528, 0.6229]], "forces_ev_per_a": [[-0.9, -0.3, -0.7], [-2.6, -0.9, -1.0], [2.5, -0.5, 0.5], [1.0, 2.1, 0.2], [-0.4, 1.1, -1.0], [-0.2, -1.8, -0.7], [-0.9, -0.3, 0.6], [-0.6, -0.1, -0.3], [0.9, -0.1, -0.1], [1.7, 0.9, 1.2], [-0.3, 0.3, 0.0], [-0.3, 0.2, 0.3], [0.2, 0.3, -0.2], [-0.6, -0.1, 0.7], [0.7, -0.3, 0.1], [-0.2, -0.5, 0.3], [-1.0, -1.1, 0.1], [-0.5, 1.3, -0.3], [1.3, -0.5, -0.2], [-1.7, 1.6, 1.3], [-0.2, 0.1, 1.7], [0.5, 0.6, -1.8], [0.6, 0.4, -0.7], [0.1, -0.1, 0.4], [-0.1, 0.0, -0.3], [-0.3, 0.1, 0.6], [0.4, -0.5, -0.2], [0.0, -0.5, -1.0], [0.5, -0.1, 0.6], [0.2, -1.6, 0.5], [0.2, 0.2, -0.6], [0.1, 0.0, 0.1], [-0.7, -0.3, -0.6], [-0.4, 0.0, -0.6], [1.7, -1.3, 1.6], [1.0, 2.0, -1.4], [-0.5, -0.6, -0.9], [-2.1, -0.6, 1.3], [0.4, 0.1, -0.2], [-0.3, 0.1, 0.1], [0.4, 0.1, 0.1], [-0.1, 0.9, 0.8], [0.6, -0.9, 0.4], [-0.4, -0.2, 0.4], [0.6, 0.6, -0.3], [-0.3, -0.3, -0.3], [0.0, 0.4, -0.3], [0.2, 0.0, 0.0], [0.0, -0.2, 1.1], [-0.5, -1.8, 0.2], [0.0, 1.2, 1.3], [0.2, 1.9, -1.8], [0.4, 2.2, 2.6], [0.8, -1.6, -2.8], [-0.1, 0.6, -0.2], [0.0, 0.4, 0.3], [0.6, 0.1, -1.0], [1.3, -0.6, 0.1], [-1.1, -0.8, -0.3], [0.0, -0.9, 0.1], [-0.3, 0.2, 0.5], [-0.7, 0.1, 0.7], [-0.3, -0.7, -1.1], [-0.1, -0.1, 0.5], [-1.3, -0.7, 0.7], [-0.5, 0.9, -0.3], [3.5, -0.4, 0.2], [0.5, 1.7, 0.5], [-1.5, -1.2, 0.2], [-0.7, 0.7, -0.1], [0.6, 1.1, -0.3], [0.2, -0.4, -0.6], [-0.2, -0.6, -0.1], [-0.2, 0.4, 0.4], [-0.5, -0.7, -0.3], [0.2, 0.5, -0.2], [0.4, -0.4, -0.2], [-0.1, 0.1, -0.1], [-0.3, -0.7, -0.2], [-0.2, -0.1, 0.5], [0.7, -0.7, -0.1], [-0.3, 2.2, 0.5], [-0.5, 0.3, -0.5], [1.1, 0.4, 0.6], [-0.7, -2.0, -0.6], [-0.3, -0.5, -0.2], [-0.5, 0.1, -0.1], [0.2, -0.6, 0.4], [0.7, 0.4, 0.2], [-0.7, 0.1, -0.9], [0.0, 0.1, 0.1], [0.7, -0.1, 1.3], [-0.5, -0.3, -0.3], [0.4, 0.7, 0.2], [0.1, 0.5, -0.6], [-0.5, -0.5, 0.0], [-0.3, -0.4, 0.5], [0.6, 0.1, -0.6], [-0.5, -0.4, 0.2], [0.5, -0.1, 0.5], [-1.3, -0.3, -0.3], [1.7, 0.8, -0.6], [0.0, -0.4, 0.0], [0.2, 0.7, 0.3], [-0.3, 0.0, -0.1], [-0.2, -0.2, 0.1], [-0.3, 0.2, -0.1], [0.3, -0.4, -0.7], [0.6, 0.2, 0.6], [0.4, 0.3, 0.3], [-1.1, -0.2, -0.4], [-0.3, 0.0, 0.2], [0.1, -0.7, 0.3], [-1.3, 1.1, 1.3], [1.2, -2.3, -2.1], [-0.9, 1.0, 0.3], [0.3, 1.2, 0.3], [-0.2, -0.7, -0.5], [0.3, -0.2, -0.4], [0.6, 0.8, -0.2], [-0.5, -0.4, 0.0], [-0.6, -0.2, 0.9], [0.6, 0.5, 0.1], [0.9, 0.6, -0.6], [-0.3, -0.6, -0.1], [0.1, 0.0, 0.4], [-0.3, 0.2, -0.1], [0.2, -0.1, 0.3], [0.7, 1.1, -1.0], [2.1, -0.5, 1.2], [-2.2, -0.6, 0.3], [0.7, -0.7, 1.9], [1.7, -0.4, -1.2], [-1.2, -0.1, -0.2], [-0.3, 0.1, 0.4], [-0.4, -0.4, -0.1], [0.1, 0.1, 0.1], [-1.4, 0.7, 0.2], [0.3, -0.2, -0.4], [-0.3, 0.1, -1.4], [0.3, 0.2, 0.1], [-0.1, 0.0, 0.4], [-0.4, 0.1, -0.6], [0.2, 0.5, 0.3], [0.6, 1.7, 0.2], [1.6, -2.6, 0.4], [-1.3, 1.4, 0.4], [0.5, -1.3, -1.1], [0.5, 0.0, -1.7], [0.2, 0.3, 0.8], [0.7, 0.3, -1.1], [-1.4, -0.1, -0.6], [-0.7, -0.6, 0.6], [0.1, -0.2, 0.6], [0.0, -0.3, 0.9], [-0.6, 0.7, -0.4], [0.1, 0.7, 0.2], [-0.1, 0.2, 0.0], [-0.2, -0.8, 0.5], [-0.3, 0.5, 0.1]], "mol_weight_g_mol": 901.220, "de_lowest_kcal_mol": 201.9, "total_energy_ha": -3088.053656, "gap_ev": 9.4, "smiles": "COCCOC.COCCOC.COCCOC.COCCOC.COCCOC.COCCOC.COCCOC.COCCOC.COCCOC.COCCOC"}